A structure of composition C8H9ClCoI2LuO4S. Source: the Open Molecules 2025 dataset; level of theory: ωB97M-V/def2-TZVPD.

```
27
Properties=species:S:1:pos:R:3
I 3.187 -2.024 -0.871
I 3.487 0.461 0.832
Co -0.824 0.971 -0.593
Lu 0.942 -0.793 0.899
S 0.816 0.870 -1.802
C -1.432 -0.757 -0.444
C -1.750 -1.816 2.039
C 0.692 0.106 -3.723
C 1.364 1.196 -4.556
C -0.799 0.055 -3.832
C 1.380 -1.210 -3.977
C -0.725 1.852 0.875
C -2.217 1.841 -1.183
O -2.780 -2.224 2.369
O -2.291 -1.386 -0.987
O -0.704 2.258 1.965
O -3.305 2.107 -1.482
H 1.106 1.043 -5.621
H 2.461 1.105 -4.450
H 1.102 2.220 -4.230
H -1.049 -0.571 -4.668
H -1.213 1.047 -3.915
H -1.238 -0.413 -2.953
H 1.068 -1.544 -4.979
H 1.087 -1.969 -3.249
H 2.463 -1.090 -4.006
Cl 0.937 -1.401 3.161
```

Results
Gap between HOMO and LUMO (spin up / spin down): 6.216 / 4.183 eV
DFT total energy: -127385.3598 eV
HOMO energy (spin up / spin down): -23.70 / -23.64 eV
Lowest unoccupied orbital energy (spin up / spin down): -17.489 / -19.459 eV
Total charge: +4
Energy relative to the best compared isomer or geometry (same formula, charge and spin): 35.5 kcal/mol
Multiplicity: 5